Run a
C23H32N6O4SSb2V as an isolated structure, computed with ωB97M-V with the def2-TZVPD basis set.

The orbital gap (alpha / beta) comes out at 7.7811 / 8.3414 eV. The HOMO energy (alpha / beta) is -7.58 / -8.19 eV. For the molar mass, the calculation gives 783.1 g mol⁻¹.

The geometry in ORCA input format:
```
! RIJCOSX wB97M-V def2-TZVPD def2/J DEFGRID3
* xyz 0 4
V 0.00 -0.07 0.66
N 3.33 -0.26 0.00
N 2.86 -1.51 -0.44
C 1.51 -1.65 -0.80
O 1.02 -2.78 -0.74
O 0.89 -0.56 -1.12
H 4.24 -0.08 -0.41
H 3.40 -0.24 1.01
H 3.24 -2.34 -0.02
C 1.90 2.66 -1.73
Sb 0.97 2.72 0.19
C 2.57 3.62 1.28
C -0.19 4.50 -0.21
C -1.13 4.90 0.89
C -0.62 5.53 2.02
C -1.42 5.91 3.07
C -2.79 5.66 3.01
C -3.31 5.04 1.89
C -2.51 4.65 0.82
C -3.15 3.94 -0.34
Sb -2.87 1.80 -0.22
C -3.72 1.61 1.73
C -4.68 1.28 -1.25
H 1.97 3.65 -2.16
H 1.32 2.00 -2.38
H 2.89 2.23 -1.62
H 3.01 4.42 0.69
H 3.32 2.85 1.47
H 2.21 4.00 2.23
H -0.69 4.32 -1.16
H 0.55 5.28 -0.38
H 0.45 5.74 2.06
H -0.99 6.40 3.94
H -3.44 5.96 3.82
H -4.38 4.86 1.84
H -2.77 4.29 -1.30
H -4.23 4.10 -0.33
H -4.60 2.25 1.81
H -2.99 1.86 2.50
H -4.04 0.57 1.88
H -5.53 1.76 -0.76
H -4.81 0.20 -1.22
H -4.63 1.59 -2.29
N 0.41 -5.62 5.62
C 0.36 -4.34 5.12
C 0.69 -4.09 3.78
C 0.70 -2.80 3.29
C 0.37 -1.74 4.13
C 0.04 -1.97 5.46
C 0.04 -3.26 5.95
S 0.27 -0.12 3.48
O 1.32 -0.03 2.42
O 0.35 0.84 4.54
N -1.06 -0.01 2.60
C -1.79 -1.15 2.33
N -2.56 -1.78 3.21
C -3.15 -2.89 2.78
C -2.98 -3.40 1.49
C -2.17 -2.68 0.64
N -1.60 -1.55 1.06
H 0.36 -6.37 4.95
H -0.10 -5.80 6.47
H 0.95 -4.92 3.13
H 0.96 -2.63 2.25
H -0.22 -1.13 6.09
H -0.21 -3.44 6.99
H -3.77 -3.41 3.49
H -3.46 -4.31 1.18
H -1.93 -2.99 -0.37
*
```

Run b
C23H32N6O4SSb2V as an isolated structure, computed with ωB97M-V with the def2-TZVPD basis set.

The orbital gap (alpha / beta) comes out at 7.9984 / 8.3624 eV. The HOMO energy (alpha / beta) is -7.62 / -8.13 eV. For the molar mass, the calculation gives 783.1 g mol⁻¹.

The geometry in ORCA input format:
```
! RIJCOSX wB97M-V def2-TZVPD def2/J DEFGRID3
* xyz 0 4
V -0.37 0.27 -0.06
N 0.08 2.22 0.86
N -0.83 3.12 0.25
C -1.29 2.78 -1.06
O -1.90 3.63 -1.67
O -1.05 1.56 -1.40
H -0.12 2.16 1.86
H 1.05 2.49 0.74
H -0.65 4.10 0.39
C 0.90 -2.71 2.74
Sb 1.36 -0.77 2.00
C 1.09 0.32 3.82
C 3.53 -0.81 1.99
C 3.97 0.45 1.31
C 3.87 1.66 2.01
C 4.14 2.87 1.40
C 4.54 2.89 0.07
C 4.68 1.70 -0.62
C 4.41 0.47 -0.02
C 4.58 -0.78 -0.82
Sb 2.70 -1.60 -1.57
C 3.57 -2.33 -3.39
C 2.07 0.28 -2.41
H 1.44 -2.91 3.66
H 1.14 -3.46 1.99
H -0.18 -2.73 2.93
H 1.67 -0.14 4.63
H 0.03 0.28 4.04
H 1.41 1.35 3.69
H 3.85 -1.71 1.48
H 3.87 -0.85 3.03
H 3.58 1.63 3.05
H 4.06 3.79 1.97
H 4.76 3.83 -0.42
H 5.01 1.72 -1.65
H 5.08 -1.56 -0.24
H 5.18 -0.58 -1.71
H 4.24 -1.58 -3.80
H 2.77 -2.53 -4.11
H 4.12 -3.25 -3.21
H 2.79 0.60 -3.16
H 2.04 1.03 -1.62
H 1.08 0.21 -2.85
N -6.96 1.49 -1.24
C -5.94 0.92 -0.50
C -4.82 1.67 -0.16
C -3.82 1.12 0.62
C -3.93 -0.20 1.06
C -5.05 -0.95 0.73
C -6.05 -0.39 -0.03
S -2.58 -0.93 1.89
O -3.04 -2.07 2.63
O -1.86 0.10 2.61
N -1.52 -1.33 0.72
C -1.84 -1.85 -0.49
N -2.84 -2.69 -0.74
C -3.00 -3.04 -2.02
C -2.18 -2.59 -3.04
C -1.17 -1.72 -2.69
N -0.97 -1.36 -1.43
H -6.70 2.29 -1.80
H -7.57 0.85 -1.72
H -4.72 2.69 -0.52
H -2.95 1.71 0.89
H -5.12 -1.98 1.08
H -6.94 -0.97 -0.28
H -3.81 -3.72 -2.22
H -2.34 -2.88 -4.07
H -0.49 -1.29 -3.42
*
```

The computed energies, referenced to the most stable structure and given in kJ/mol, are run a 75.9; run b 0.0.